115
Properties=species:S:1:pos:R:3:mulliken_charge:R:1 method="wB97M-V/def2-TZVPD" spin_multiplicity=1 charge=+1 energy_ev=-116256.5770
C 8.522 2.753 2.777 -0.0902
C 7.358 2.961 2.570 -1.1460
C 5.937 3.092 2.259 0.5825
C 5.405 4.344 2.982 -0.9492
C 3.935 4.318 3.439 -1.1663
N 3.442 3.003 3.874 0.3829
S 4.372 2.242 5.119 -0.1631
C 2.393 2.398 3.399 -0.2431
N 1.800 1.201 3.719 0.7022
C 1.838 0.589 5.086 -1.5898
C 2.731 -0.654 5.047 -0.0999
C 2.518 -1.518 6.285 -0.4832
F 3.602 -1.411 7.109 -0.3107
C 0.358 1.552 3.547 -1.1023
Cl 0.141 2.861 4.842 -0.1645
C 0.306 2.323 2.216 1.0136
C -0.732 3.424 2.147 -2.1855
C -2.120 3.108 2.726 -1.3124
C -2.870 1.863 2.212 0.6731
C -4.133 1.615 3.054 -1.1346
C -4.101 0.285 3.827 -0.8868
C -4.100 -0.920 2.853 -0.8254
C -3.126 -2.061 3.131 -0.2692
S -3.470 -3.346 1.871 -0.2384
C -2.049 -4.247 1.495 0.6103
N -2.044 -5.284 0.803 -0.5159
N -0.815 -5.750 0.637 -0.4153
C -0.003 -4.928 1.302 -0.0277
O -0.799 -4.014 1.858 -0.1974
C 0.153 1.280 1.089 1.2082
C 0.612 0.006 1.215 -0.7667
C 0.456 -0.915 0.238 -0.8101
C -0.152 -0.595 -0.921 -0.8381
C -0.635 0.666 -1.053 -1.4684
C -0.491 1.568 -0.072 -0.1270
N 1.688 2.967 2.346 0.2654
P 2.455 2.699 0.712 0.2796
O 3.651 1.645 1.042 -0.4971
I 3.491 4.792 -0.047 -0.1103
H 9.454 2.274 2.876 0.4709
H 5.903 3.179 1.184 0.2856
H 5.494 2.161 2.575 0.0231
H 5.556 5.181 2.317 0.4305
H 6.024 4.486 3.854 0.5440
H 3.896 4.928 4.337 0.4823
H 3.269 4.793 2.737 0.3476
H 4.503 3.242 6.013 0.2063
H 2.233 1.215 5.870 0.4209
H 0.877 0.235 5.423 0.8405
H 2.397 -1.203 4.189 0.1820
H 3.763 -0.354 4.919 0.3467
H 1.615 -1.207 6.805 0.3232
H 2.362 -2.549 5.988 0.3099
H -0.341 0.742 3.621 1.2018
H -0.873 3.845 1.162 0.7341
H -0.318 4.229 2.742 0.3600
H -2.115 3.094 3.808 0.4404
H -2.757 3.950 2.466 0.5001
H -3.117 1.973 1.167 0.3348
H -2.250 0.987 2.369 -0.2529
H -5.016 1.520 2.436 0.3735
H -4.238 2.406 3.789 0.4355
H -3.243 0.213 4.499 0.3222
H -4.979 0.175 4.452 0.5067
H -5.065 -1.414 2.854 0.5579
H -3.896 -0.601 1.835 0.4018
H -3.281 -2.498 4.110 0.4917
H -2.079 -1.774 3.080 0.0603
H 1.054 -4.995 1.381 0.4955
H 1.105 -0.341 2.105 0.5210
H 0.827 -1.912 0.395 0.5084
H -0.260 -1.307 -1.717 0.6555
H -1.132 0.924 -1.969 0.6747
H -0.892 2.541 -0.273 0.4182
H 3.264 0.823 1.376 0.4151
N 1.878 -6.022 -2.647 0.0255
C 2.765 -5.252 -3.344 -0.4820
C 2.529 -3.942 -3.027 -0.9118
C 1.453 -3.926 -2.100 0.9862
C 1.071 -5.227 -1.880 -1.5700
H 1.822 -7.023 -2.694 0.1891
H 3.485 -5.703 -4.007 0.4459
H 3.062 -3.089 -3.416 0.4660
H 1.009 -3.055 -1.646 0.1569
H 0.311 -5.635 -1.249 0.7875
N 1.873 -3.999 -6.552 0.1721
C 0.593 -4.459 -6.674 -0.3380
C 0.188 -4.240 -7.962 -0.6515
C 1.273 -3.629 -8.649 -0.3666
C 2.299 -3.496 -7.750 -0.6200
H 2.412 -4.028 -5.706 0.1161
H 0.081 -4.898 -5.833 0.4292
H -0.778 -4.489 -8.369 0.4116
H 1.295 -3.321 -9.681 0.4149
H 3.289 -3.088 -7.860 0.3840
N -2.060 -0.139 -6.782 -0.0080
C -3.322 0.095 -6.312 -0.5311
C -3.630 -0.894 -5.417 -0.4125
C -2.503 -1.758 -5.341 -0.5939
C -1.552 -1.262 -6.193 -0.4621
H -1.580 0.427 -7.456 0.1966
H -3.890 0.943 -6.657 0.4983
H -4.557 -0.992 -4.876 0.3977
H -2.402 -2.640 -4.731 0.4921
H -0.561 -1.614 -6.428 0.4320
N -5.725 2.285 -4.387 0.1187
C -4.866 3.336 -4.554 -0.3104
C -5.443 4.443 -3.992 -0.5599
C -6.698 4.041 -3.459 -0.4608
C -6.841 2.705 -3.717 -0.4914
H -5.560 1.348 -4.706 0.1537
H -3.924 3.206 -5.058 0.3590
H -5.014 5.430 -3.964 0.3994
H -7.412 4.663 -2.946 0.4043
H -7.637 2.020 -3.484 0.3804

66
Properties=species:S:1:pos:R:3:mulliken_charge:R:1 method="wB97M-V/def2-TZVPD" s_squared=2.0086 spin_multiplicity=3 charge=-1 energy_ev=-63538.8476
O 1.821 -1.252 -0.956 -0.2138
C 2.254 -1.047 -2.117 0.1737
C 2.901 -2.359 -2.682 0.0705
C 3.674 -3.130 -1.803 -0.3301
H 3.900 -2.739 -0.816 0.3754
C 4.173 -4.398 -2.145 -0.5802
H 4.728 -5.031 -1.428 0.3322
C 3.941 -4.901 -3.436 -0.2938
H 4.341 -5.878 -3.756 0.3239
C 3.147 -4.167 -4.329 -0.6067
H 2.897 -4.539 -5.336 0.3294
C 2.616 -2.926 -3.958 -0.2121
H 1.969 -2.322 -4.614 0.2743
H 1.824 -0.392 -3.834 0.1092
C 3.409 1.022 -2.673 -1.2923
C 2.112 0.188 -2.937 1.4993
H 3.301 2.084 -2.986 0.3743
H 4.385 0.580 -3.071 0.2708
H 3.326 1.020 -1.566 0.2532
C 0.978 0.985 -2.568 -0.7986
C 0.784 2.435 -2.485 -1.5679
H 0.195 0.316 -2.301 0.5665
H 1.270 3.050 -3.268 0.4425
H 1.021 2.911 -1.496 0.0817
H -0.287 2.570 -2.585 0.3752
Pd 0.715 -0.306 0.325 0.5636
Cl 2.677 0.802 0.946 -0.7405
Cl -1.009 -1.454 -0.852 -0.7041
C 0.676 3.153 1.410 0.2097
O -0.228 2.699 0.691 -0.5455
N 0.490 3.892 2.541 0.1903
C -0.842 4.309 2.913 -0.9592
C 1.617 4.480 3.262 -0.9287
H 1.770 2.942 1.180 0.2041
H -1.567 3.678 2.412 0.2207
H -1.003 5.348 2.640 0.3138
H -0.931 4.226 3.988 0.3466
H 2.520 3.912 3.020 0.2967
H 1.404 4.433 4.330 0.2882
H 1.757 5.529 2.980 0.3196
H -6.082 2.124 -0.580 0.3058
H -5.846 -0.874 -1.425 0.2824
C -5.175 2.019 -1.172 -0.9428
C -4.950 -0.329 -1.819 -0.8375
N -4.551 0.763 -0.969 0.2087
H -4.492 2.815 -0.904 0.2677
C -3.794 0.540 0.138 0.1346
O -3.520 1.423 0.967 -0.6646
H -4.129 -1.067 -1.938 0.2748
H -3.445 -0.510 0.219 0.2944
H -5.427 2.070 -2.220 0.3446
H -5.220 0.094 -2.803 0.2936
C -2.117 -2.929 5.051 -1.4004
C -1.396 -2.287 3.923 1.4316
C -0.376 -2.996 3.255 -0.7105
C 0.329 -2.300 2.271 -0.2715
N 0.042 -1.000 2.020 -0.1644
C -1.011 -0.366 2.542 -0.2691
C -1.749 -0.960 3.568 -0.9771
H -3.179 -3.105 4.860 0.2822
H -1.645 -3.884 5.283 0.3453
H -2.034 -2.262 5.912 0.3291
H -0.159 -4.078 3.475 0.2247
H 1.070 -2.784 1.599 0.3138
H -1.282 0.575 2.065 0.5179
H -2.587 -0.416 4.043 0.3552

14
Properties=species:S:1:pos:R:3:mulliken_charge:R:1 method="wB97M-V/def2-TZVPD" smiles="NC(=O)[C@@H]1CN1C=O" spin_multiplicity=1 charge=0 energy_ev=-11314.4278
N 1.133 -0.997 0.914 -0.6230
C 1.459 -0.180 -0.208 0.6230
O 2.578 -0.355 -0.661 -0.5950
C 0.537 0.853 -0.517 -0.2834
C -0.086 1.299 0.900 -0.4203
N -1.064 0.761 -0.199 -0.0954
C -1.790 -0.358 -0.481 0.1360
O -3.004 -0.740 0.001 -0.5350
H 2.074 -1.596 1.357 0.2759
H 0.019 -1.248 0.763 0.2818
H 1.046 1.293 -1.349 0.3443
H 0.344 0.650 1.859 0.3493
H -0.128 2.355 1.044 0.2839
H -1.151 -0.724 -1.563 0.2578

53
Properties=species:S:1:pos:R:3:mulliken_charge:R:1 method="wB97M-V/def2-TZVPD" spin_multiplicity=1 charge=-1 energy_ev=-55747.8040
Pt -0.032 -0.080 0.075 0.7568
O 4.708 1.869 1.702 -0.6856
C 3.916 2.955 1.717 0.2649
C 4.473 4.156 2.161 -0.6281
C 3.717 5.312 2.188 -0.3028
C 2.387 5.297 1.780 -0.7160
C 1.829 4.107 1.351 -0.4745
C 2.572 2.929 1.309 0.3378
C 1.904 1.679 0.864 0.7700
O 0.651 1.743 0.588 -0.6736
N 2.647 0.596 0.787 -0.8320
N 1.882 -0.504 0.396 -0.0384
C 2.314 -1.671 0.699 -0.0918
C 1.585 -2.900 0.459 0.4816
C 2.240 -4.086 0.832 -0.6360
C 1.656 -5.324 0.704 -0.6847
C 0.357 -5.388 0.181 -0.3070
C -0.314 -4.253 -0.195 -0.4848
C 0.258 -2.961 -0.071 0.4913
O -0.449 -1.957 -0.493 -0.8782
H 4.155 1.118 1.361 0.5913
H 5.507 4.147 2.479 0.4074
H 4.169 6.234 2.533 0.3457
H 1.794 6.202 1.802 0.3984
H 0.794 4.054 1.041 0.4842
H 3.283 -1.739 1.189 0.3038
H 3.246 -4.007 1.231 0.2973
H 2.180 -6.220 1.007 0.3797
H -0.132 -6.350 0.075 0.3380
H -1.318 -4.298 -0.597 0.4052
C -5.204 1.887 0.114 -1.0511
Si -5.126 1.658 1.965 0.3372
C -5.451 3.329 2.767 -1.0648
C -6.503 0.481 2.471 -1.0781
C -3.527 0.994 2.705 0.5714
C -3.517 0.935 4.095 -0.4180
C -2.409 0.488 4.800 -0.7549
C -1.306 0.109 4.055 -0.4265
N -1.269 0.136 2.730 -0.4235
C -2.350 0.556 2.052 0.3654
S -2.249 0.509 0.290 -0.4774
H -6.190 2.290 -0.139 0.2764
H -5.056 0.949 -0.418 0.3225
H -4.438 2.577 -0.239 0.3253
H -6.408 3.742 2.439 0.3135
H -4.665 4.036 2.493 0.3158
H -5.469 3.263 3.857 0.3236
H -7.479 0.839 2.135 0.3133
H -6.543 0.354 3.555 0.3276
H -6.332 -0.504 2.030 0.3229
H -4.398 1.246 4.652 0.2014
H -2.401 0.441 5.881 0.3785
H -0.399 -0.234 4.545 0.3797

100
Properties=species:S:1:pos:R:3:mulliken_charge:R:1 method="wB97M-V/def2-TZVPD" smiles="CS(=O)(=O)BCOO.COC[C@@H](C)N.COC[C@@H](C)N.COC[C@@H](C)N.COC[C@@H](C)N.COC[C@@H](C)N" spin_multiplicity=1 charge=0 energy_ev=-61201.9287
C -8.997 -1.378 -0.055 -1.1094
S -7.499 -0.522 -0.516 1.1589
O -7.256 0.575 0.375 -0.6726
O -7.627 -0.137 -1.891 -0.6781
B -6.001 -1.634 -0.345 0.2851
C -4.733 -1.039 -0.976 -0.3376
O -3.751 -2.018 -1.203 -0.3275
O -3.020 -1.470 -2.304 -0.3329
H -9.493 -0.794 0.697 0.3497
H -9.593 -1.468 -0.942 0.3658
H -8.729 -2.349 0.318 0.3341
H -6.064 -2.691 0.185 -0.0889
H -4.367 -0.200 -0.382 0.3067
H -5.045 -0.637 -1.935 0.3622
H -2.389 -2.162 -2.563 0.2806
C -4.516 4.182 -4.157 -0.6732
O -4.050 2.856 -4.323 -0.4024
C -2.655 2.680 -4.191 -0.9395
C -2.156 2.567 -2.745 1.8258
C -2.088 3.897 -2.006 -1.6291
N -2.951 1.619 -1.962 -0.4756
H -3.797 4.911 -4.543 0.2981
H -4.734 4.399 -3.109 0.2398
H -5.445 4.276 -4.718 0.2749
H -2.434 1.738 -4.698 0.3522
H -2.117 3.469 -4.735 0.4941
H -1.133 2.179 -2.794 -0.9281
H -3.067 4.249 -1.683 0.2935
H -1.474 3.790 -1.111 0.3748
H -1.634 4.666 -2.634 0.3400
H -2.897 0.704 -2.401 0.1909
H -3.928 1.883 -2.070 0.3643
C 2.924 -1.675 -1.010 -0.8569
O 1.604 -1.209 -0.809 -0.2103
C 1.397 0.170 -1.050 -0.7929
C 1.177 0.524 -2.525 1.7483
C 2.450 0.540 -3.364 -2.1625
N 0.201 -0.376 -3.148 -0.5932
H 3.665 -0.920 -0.730 0.3711
H 3.085 -1.984 -2.045 0.2583
H 3.060 -2.553 -0.378 0.2615
H 0.480 0.423 -0.509 0.3495
H 2.203 0.769 -0.606 0.4819
H 0.763 1.537 -2.544 -0.4574
H 2.794 -0.465 -3.606 0.3888
H 2.268 1.051 -4.309 0.4637
H 3.257 1.064 -2.848 0.3863
H -0.675 -0.302 -2.635 0.0665
H 0.510 -1.329 -2.971 0.4551
C -2.332 -3.081 3.700 -0.6953
O -1.727 -2.090 2.893 -0.3614
C -0.314 -2.063 2.926 -0.8686
C 0.375 -3.083 2.009 1.1399
C 0.353 -4.507 2.551 -1.6976
N -0.182 -3.074 0.657 -0.5786
H -1.766 -3.252 4.620 0.3131
H -2.445 -4.023 3.157 0.2471
H -3.328 -2.726 3.965 0.2707
H -0.037 -1.062 2.583 0.3266
H 0.044 -2.156 3.961 0.4641
H 1.425 -2.781 1.937 -0.0426
H -0.619 -4.984 2.425 0.3551
H 1.080 -5.120 2.018 0.3757
H 0.614 -4.529 3.611 0.3144
H -0.055 -2.148 0.260 0.0479
H -1.190 -3.183 0.738 0.3598
C 2.838 3.972 -2.880 -0.4792
O 2.058 4.002 -1.699 -0.1724
C 2.575 4.800 -0.650 -0.8301
C 2.268 6.301 -0.764 0.2929
C 3.129 7.029 -1.791 -1.4569
N 0.856 6.552 -1.065 -0.7168
H 3.908 4.020 -2.658 0.3458
H 2.566 4.784 -3.558 0.2454
H 2.630 3.030 -3.388 -0.1028
H 2.093 4.426 0.257 0.3191
H 3.653 4.624 -0.534 0.4644
H 2.485 6.742 0.213 0.4821
H 2.802 6.833 -2.812 0.2724
H 3.064 8.106 -1.637 0.3610
H 4.178 6.740 -1.705 0.3493
H 0.288 6.154 -0.321 0.2969
H 0.620 5.992 -1.880 0.2883
C 4.481 -3.019 3.267 -0.5430
O 3.727 -4.097 3.789 -0.1997
C 4.487 -5.174 4.298 -0.8040
C 5.006 -4.977 5.730 0.3537
C 6.202 -4.035 5.827 -1.3909
N 3.957 -4.506 6.638 -0.7373
H 5.401 -3.365 2.788 0.3272
H 4.721 -2.287 4.042 0.2487
H 3.865 -2.519 2.519 0.0448
H 3.806 -6.030 4.302 0.3315
H 5.306 -5.423 3.610 0.3981
H 5.336 -5.959 6.082 0.4196
H 5.909 -2.990 5.737 0.2885
H 6.688 -4.148 6.795 0.3502
H 6.941 -4.253 5.053 0.3417
H 3.204 -5.188 6.662 0.2742
H 3.533 -3.683 6.220 0.3129

- Look up the charge of the fourth one.
  -1

- Among the records above, which one has the highest charge?
  C42H56ClFIN9O2PS2

- What is the charge in the third record?
  0

- Look up the charge of the fourth one.
  -1